No. 1
98
Properties=species:S:1:pos:R:3:forces:R:3:mulliken_charge:R:1 method="wB97M-V/def2-TZVPD" e_lumo_ev=-1.51 gap_ev=7.2 relative_energy_kj_mol=0.0 max_force_ev_per_a=0.8 total_charge=0
Au 0.608 0.381 -0.091 -0.02 0.06 0.15 0.455
C 3.443 -1.323 1.761 -0.06 0.05 -0.02 -0.467
Si 3.894 -0.304 0.260 -0.03 0.06 0.09 -0.023
C 5.338 0.797 0.735 -0.01 -0.01 0.01 -1.157
C 4.560 -1.362 -1.137 -0.01 0.01 0.00 -0.921
N 2.567 0.778 -0.146 0.12 0.09 0.18 1.196
C 2.899 2.027 -0.738 -0.12 -0.10 -0.22 -0.627
C 2.954 2.158 -2.127 -0.04 0.02 -0.01 -0.166
C 3.298 3.366 -2.715 -0.01 0.01 -0.01 -0.710
C 3.600 4.465 -1.923 0.00 0.00 0.00 -0.539
C 3.555 4.346 -0.540 0.00 0.00 0.00 -0.898
C 3.204 3.140 0.047 -0.02 -0.03 0.02 0.155
H 4.281 -1.959 2.056 0.01 0.01 -0.02 0.467
H 2.583 -1.968 1.588 -0.05 -0.06 -0.03 -0.150
H 3.214 -0.654 2.595 -0.01 -0.03 0.01 0.272
H 6.131 0.162 1.142 0.01 0.00 -0.02 0.368
H 5.078 1.535 1.494 0.00 -0.01 0.03 0.308
H 5.748 1.330 -0.125 -0.01 0.01 0.00 0.313
H 5.477 -1.849 -0.790 0.00 -0.01 -0.02 0.362
H 4.832 -0.730 -1.988 -0.01 0.00 0.00 0.339
H 3.875 -2.132 -1.487 -0.02 0.00 0.03 0.155
H 2.723 1.290 -2.736 0.00 0.00 0.00 0.505
H 3.341 3.447 -3.794 -0.01 0.00 0.01 0.422
H 3.874 5.407 -2.379 0.00 0.00 0.00 0.399
H 3.793 5.197 0.086 0.00 0.00 0.00 0.401
H 3.166 3.039 1.125 -0.01 0.01 0.00 0.576
C -3.279 5.153 2.823 0.00 0.00 -0.01 -0.994
C -2.963 4.197 3.971 0.00 0.00 0.00 -0.606
C -1.855 3.184 3.688 -0.01 -0.01 0.01 -0.533
C -2.226 2.036 2.758 -0.01 0.02 -0.04 -0.738
N -2.502 2.441 1.376 0.03 0.18 0.07 -0.059
C -1.594 2.608 0.428 -0.02 0.15 -0.01 -0.689
S 0.110 2.571 0.801 0.20 0.01 0.08 -0.373
N -2.003 2.826 -0.817 0.03 0.14 0.02 0.308
C -1.138 3.021 -1.985 -0.04 0.02 0.04 -0.795
C -0.619 4.448 -2.114 0.01 0.00 -0.01 -0.306
C -1.712 5.513 -2.128 0.00 0.00 0.01 -0.410
C -2.705 5.363 -3.275 0.00 -0.01 0.00 -1.233
H -3.959 5.939 3.151 0.00 0.00 0.00 0.423
H -3.750 4.651 1.977 0.00 0.01 0.01 0.198
H -2.368 5.632 2.456 0.00 0.00 0.00 0.245
H -3.872 3.669 4.278 0.00 0.00 0.00 0.268
H -2.657 4.790 4.836 0.00 0.00 0.00 0.368
H -1.543 2.724 4.629 0.00 0.00 0.00 0.453
H -0.974 3.693 3.288 0.01 0.00 0.00 0.196
H -3.134 1.543 3.111 0.00 -0.01 0.00 0.643
H -1.433 1.289 2.736 0.01 0.00 0.00 0.049
H -3.469 2.409 1.085 -0.02 0.02 -0.03 0.534
H -2.995 2.755 -0.995 -0.06 -0.04 -0.01 0.446
H -1.737 2.737 -2.850 -0.01 0.01 0.00 0.686
H -0.303 2.323 -1.927 0.00 0.00 -0.02 -0.099
H -0.038 4.497 -3.039 0.01 0.00 -0.01 0.521
H 0.082 4.638 -1.299 0.01 0.00 0.00 0.078
H -1.233 6.493 -2.190 0.00 0.00 0.00 0.434
H -2.245 5.502 -1.172 0.00 0.00 -0.01 0.107
H -2.191 5.346 -4.238 0.00 0.00 0.00 0.290
H -3.415 6.190 -3.293 0.00 0.00 0.00 0.387
H -3.288 4.442 -3.200 0.00 0.00 0.00 0.275
N -5.499 -1.447 0.485 0.05 -0.05 -0.09 -0.651
C -4.673 -0.738 0.097 -0.07 -0.08 0.11 0.528
N -3.795 0.152 -0.349 0.09 0.19 -0.23 -0.709
C -2.541 0.009 -0.173 0.23 -0.27 0.41 0.850
N -1.396 0.048 0.048 -0.21 -0.56 -0.50 -0.382
F 0.571 -5.970 1.335 0.00 0.01 0.00 -0.363
C 0.479 -4.910 2.148 -0.02 0.00 0.00 0.647
C 0.158 -3.660 1.640 0.00 0.03 0.02 0.095
C 0.044 -2.639 2.566 0.03 -0.04 -0.01 -0.218
F -0.290 -1.404 2.163 -0.01 -0.01 0.04 0.124
C 0.259 -2.821 3.920 0.00 0.00 -0.01 -0.113
F 0.144 -1.802 4.771 0.00 0.01 0.00 -0.301
C 0.595 -4.079 4.384 0.00 0.00 0.01 0.645
F 0.805 -4.277 5.680 0.00 0.00 0.00 -0.307
C 0.702 -5.133 3.494 0.01 -0.02 0.00 0.189
F 1.012 -6.348 3.941 -0.01 0.02 -0.01 -0.310
Ge -0.069 -3.334 -0.285 -0.04 0.08 -0.06 0.463
S 1.098 -1.649 -1.079 0.15 0.03 -0.09 -0.660
C -1.964 -3.431 -0.767 -0.03 0.00 0.02 0.648
C -2.499 -2.778 -1.869 0.02 0.00 0.01 -0.414
F -1.762 -1.909 -2.571 0.01 0.01 0.01 -0.462
C -3.784 -3.018 -2.317 -0.06 0.02 0.03 0.501
F -4.261 -2.375 -3.382 0.00 0.00 0.01 -0.352
C -4.579 -3.939 -1.656 0.01 -0.01 -0.02 0.656
F -5.803 -4.193 -2.093 0.03 0.05 0.05 -0.324
C -4.082 -4.605 -0.549 -0.04 0.03 0.00 0.212
F -4.838 -5.494 0.088 0.01 0.00 0.00 -0.330
C -2.792 -4.342 -0.131 0.02 -0.01 0.00 0.358
F -2.328 -5.050 0.911 -0.01 0.00 0.00 -0.359
C 0.895 -4.729 -1.282 0.01 -0.02 0.01 -0.824
C 0.390 -5.414 -2.372 0.02 -0.01 0.00 0.101
F -0.867 -5.212 -2.789 -0.01 0.01 0.00 -0.265
C 1.145 -6.330 -3.086 0.00 0.00 -0.01 -0.003
F 0.624 -6.973 -4.130 0.00 0.00 0.00 -0.293
C 2.454 -6.572 -2.712 0.00 0.00 0.00 0.686
F 3.189 -7.446 -3.389 0.00 0.00 0.00 -0.301
C 2.997 -5.900 -1.629 0.00 0.00 0.00 0.182
F 4.256 -6.133 -1.265 -0.01 0.00 0.00 -0.297
C 2.213 -4.996 -0.942 0.00 0.01 0.01 0.581
F 2.765 -4.369 0.107 0.00 0.00 0.01 -0.334

No. 2
81
Properties=species:S:1:pos:R:3:forces:R:3:mulliken_spin:R:1 method="wB97M-V/def2-TZVPD" e_lumo_ev="-2.18 / -3.53" gap_ev="7.1 / 6.6" multiplicity=3 relative_energy_kj_mol=0.0 max_force_ev_per_a=0.7 total_charge=+1
Pt -0.639 1.428 -0.780 0.36 0.04 0.14 0.666
Te 2.463 0.889 2.142 -0.09 0.05 -0.13 -0.026
C 3.283 -0.912 2.828 0.04 -0.15 0.06 0.034
C 3.244 -1.246 4.173 0.02 -0.09 -0.02 0.015
C 3.795 -2.462 4.565 0.10 -0.18 -0.09 0.001
N 4.347 -3.337 3.723 -0.15 0.33 -0.12 0.000
C 4.376 -2.993 2.431 0.03 -0.11 0.17 0.005
C 3.871 -1.800 1.936 0.02 -0.04 0.09 -0.005
C 1.251 -0.094 0.719 -0.02 0.36 0.06 0.625
P 1.376 0.234 -1.045 -0.37 -0.27 -0.04 0.231
C 1.024 -1.364 -1.846 0.20 -0.09 -0.07 0.044
C 1.805 -2.485 -1.552 0.00 -0.01 0.08 0.015
C 1.515 -3.717 -2.113 -0.07 0.05 -0.04 0.004
C 0.426 -3.846 -2.971 0.05 0.03 0.04 0.001
C -0.361 -2.742 -3.262 0.05 0.04 0.05 0.005
C -0.061 -1.503 -2.705 0.01 -0.03 -0.01 -0.012
C 3.059 0.710 -1.523 0.02 0.15 0.09 0.025
C 3.528 1.957 -1.099 0.03 -0.04 0.03 0.022
C 4.810 2.377 -1.413 -0.03 0.00 0.01 -0.009
C 5.639 1.561 -2.170 0.01 -0.05 -0.02 0.013
C 5.176 0.332 -2.619 -0.03 0.05 0.03 -0.006
C 3.893 -0.092 -2.301 -0.02 0.01 -0.09 0.023
P -0.550 -0.067 0.942 0.10 -0.21 -0.30 0.285
C -1.232 -1.720 0.623 0.05 -0.07 0.07 -0.074
C -0.488 -2.880 0.812 0.07 -0.05 0.00 0.035
C -1.065 -4.126 0.593 -0.03 0.10 -0.01 0.007
C -2.391 -4.217 0.193 0.02 0.09 0.01 0.002
C -3.141 -3.061 0.007 0.07 0.00 0.01 0.005
C -2.561 -1.817 0.215 -0.04 -0.07 0.01 0.013
C -0.938 0.219 2.682 0.00 0.07 -0.02 -0.032
C -1.647 1.355 3.047 -0.02 0.11 0.09 0.010
C -1.940 1.596 4.386 0.04 -0.02 -0.08 0.020
C -1.515 0.703 5.355 0.03 -0.07 0.00 0.000
C -0.802 -0.438 4.992 -0.02 0.05 -0.01 0.005
C -0.516 -0.684 3.660 -0.05 -0.02 0.05 -0.001
H 2.787 -0.594 4.908 0.02 -0.02 -0.04 0.000
H 3.780 -2.748 5.611 0.01 -0.01 -0.02 0.000
H 4.839 -3.706 1.756 -0.01 -0.01 0.03 0.000
H 3.953 -1.567 0.881 0.00 0.01 0.04 -0.006
H 2.633 -2.401 -0.855 -0.02 0.02 -0.03 -0.017
H 2.127 -4.578 -1.875 -0.02 0.02 -0.01 0.000
H 0.193 -4.810 -3.406 0.00 0.02 0.01 0.000
H -1.214 -2.843 -3.922 0.02 0.01 0.01 0.000
H -0.687 -0.648 -2.924 -0.01 0.05 0.01 -0.004
H 2.893 2.599 -0.502 -0.02 0.00 0.03 -0.003
H 5.163 3.340 -1.064 -0.01 -0.03 -0.01 0.000
H 6.644 1.883 -2.413 -0.03 0.00 0.00 0.001
H 5.812 -0.300 -3.226 -0.01 0.00 0.02 0.000
H 3.545 -1.042 -2.681 -0.03 -0.03 0.02 0.003
H 0.552 -2.812 1.118 -0.06 0.01 -0.01 0.014
H -0.476 -5.024 0.734 -0.01 0.02 0.00 0.001
H -2.839 -5.188 0.024 0.00 0.02 0.00 0.000
H -4.177 -3.132 -0.305 0.04 0.01 0.01 0.000
H -3.141 -0.915 0.060 0.01 0.00 -0.01 -0.001
H -1.959 2.060 2.285 0.01 -0.02 0.00 -0.011
H -2.493 2.483 4.668 0.01 -0.02 -0.01 0.001
H -1.738 0.890 6.397 0.01 -0.01 -0.03 0.000
H -0.471 -1.136 5.750 -0.01 0.02 -0.01 0.000
H 0.040 -1.574 3.387 -0.02 0.02 -0.03 -0.004
C -5.906 0.806 -2.945 0.12 0.01 0.21 0.003
N -5.169 0.916 -1.681 0.36 0.08 -0.03 -0.003
C -5.903 0.809 -0.416 0.12 0.01 -0.18 0.003
C -3.864 1.101 -1.676 -0.68 -0.20 -0.10 0.034
N -2.716 1.241 -1.663 -0.05 0.17 0.08 0.009
H -6.658 1.592 -3.003 -0.02 0.02 -0.01 0.000
H -6.394 -0.167 -3.004 -0.01 -0.01 -0.01 0.000
H -5.216 0.910 -3.778 0.01 0.00 0.00 -0.002
H -6.682 1.571 -0.376 -0.02 0.02 0.00 0.000
H -5.216 0.960 0.412 0.00 0.00 0.02 0.000
H -6.359 -0.177 -0.328 -0.01 -0.02 -0.01 0.000
Br -3.048 6.677 -1.265 -0.16 0.10 0.02 0.001
C -1.490 5.664 -1.508 -0.03 -0.05 -0.02 0.005
C -0.270 6.275 -1.721 0.14 0.08 -0.03 -0.001
C 0.839 5.468 -1.911 0.03 0.12 -0.04 0.004
C 0.689 4.098 -1.860 -0.06 -0.20 -0.12 0.010
N -0.490 3.511 -1.630 -0.19 0.01 0.16 0.023
C -1.571 4.285 -1.473 0.21 -0.15 -0.05 0.022
H -0.191 7.354 -1.749 -0.01 -0.02 0.01 0.000
H 1.814 5.896 -2.102 -0.03 0.00 0.01 0.000
H 1.522 3.432 -2.028 0.04 -0.01 0.04 -0.015
H -2.515 3.781 -1.322 -0.01 -0.01 0.04 -0.015